A cluster of 6 separate species, C2H14O5 in total, computed with the ωB97M-V functional and the def2-TZVPD basis.

```
! RIJCOSX wB97M-V def2-TZVPD def2/J DEFGRID3
* xyz 0 1
C -0.29900 1.56264 2.24138
C 0.90918 1.05996 2.54522
H -0.67346 2.51744 2.14482
H -1.19376 1.00245 2.16978
H 1.80883 1.66763 2.44316
H 1.10709 0.01295 2.67852
H 0.47753 1.53817 -1.62698
H 1.23265 2.91469 -1.93098
O 1.01390 2.31430 -1.16743
H 1.16873 -1.44420 0.72019
H 0.13809 -2.16579 1.32056
O 1.09602 -2.15192 1.49259
H -3.25017 -0.46725 -0.74685
H -1.87206 0.25322 -0.74594
O -2.52347 -0.06278 -0.18504
H 1.12466 -2.72243 -1.21455
H 2.30557 -1.90371 -1.49458
O 1.41288 -1.80769 -1.12982
H -1.16755 -0.13553 -3.33787
H -1.65472 -1.18075 -2.12183
O -1.40090 -0.24472 -2.38242
*
```

Calculated values
* HOMO-LUMO gap: 0.3396 Eh
* lowest unoccupied orbital energy: -0.001 Ha
* SMILES string: C=C.O.O.O.O.O

The ion CH4Cl2O2P with charge +1, computed with the ωB97M-V functional and the def2-TZVPD basis.

```
! RIJCOSX wB97M-V def2-TZVPD def2/J DEFGRID3
* xyz 1 1
C -0.97425 -0.58648 0.32578
O -2.24857 -0.24320 -0.12939
O 0.09098 -0.07320 -0.59664
P 1.64927 -0.17003 -0.88721
Cl 2.31156 -1.28567 0.65196
Cl 1.96472 2.11949 0.23945
H -0.69269 -1.57508 0.51888
H 1.30452 2.78183 -0.66018
H -0.66502 -0.16134 1.22147
H -2.74052 -0.80631 -0.68412
*
```

Calculated values
* HOMO-LUMO gap: 0.3613 Eh
* lowest unoccupied orbital energy: -0.221 Ha

A structure of composition C5H7IN2PtSbSe4, computed with the ωB97M-V functional and the def2-TZVPD basis.

```
! RIJCOSX wB97M-V def2-TZVPD def2/J DEFGRID3
* xyz -1 3
Pt -0.22228 -0.27520 -0.91129
Se 1.21003 -3.91172 -4.28753
Sb 0.48075 -1.58753 -3.44458
Se -1.24552 -2.34918 -1.66606
Se 2.45004 -0.14198 -2.66852
Se -0.63803 -0.18507 -5.24634
I 1.47184 -2.64821 0.73509
C 0.66478 -0.93735 1.68766
C 0.48642 -0.98589 3.06368
C -0.03074 0.13706 3.67440
C -0.06899 1.37349 2.97689
C 0.17310 1.33336 1.62255
N 0.39754 0.12334 0.94471
H 0.48754 -1.94423 3.55913
H -0.41410 0.15960 4.67742
H -0.41916 2.29799 3.43731
H -0.02343 2.16059 0.91342
N -1.09410 1.68928 -2.12373
H -1.42467 1.32439 -3.00630
H -0.34439 2.34387 -2.34456
H -1.89663 2.02339 -1.59334
*
```

Calculated values
* HOMO-LUMO gap (alpha / beta): 0.2017 / 0.1746 Eh
* lowest unoccupied orbital energy (alpha / beta): 0.062 / 0.036 Ha

The molecule C6H6O, computed with the ωB97M-V functional and the def2-TZVPD basis.

```
! RIJCOSX wB97M-V def2-TZVPD def2/J DEFGRID3
* xyz 0 1
O -0.94857 0.23479 1.68054
C -0.79432 0.40565 0.34500
C 0.98276 1.43400 0.04491
C 1.67173 0.28337 -0.24952
C 1.21550 -0.90113 -0.52229
C -0.35998 -0.79634 -0.44803
C -1.40784 -1.37203 -0.85972
H -0.33357 -0.46174 1.95969
H -1.57515 1.05905 -0.04179
H 1.09174 1.92316 1.01336
H 0.80752 2.13198 -0.77890
H 1.68149 -1.83125 -0.81433
H -2.03132 -2.10951 -1.32892
*
```

Calculated values
* HOMO-LUMO gap (alpha / beta): 0.2847 / 0.2920 Eh
* lowest unoccupied orbital energy (alpha / beta): 0.001 / -0.007 Ha

A structure of composition C24H30NO5V, computed with the ωB97M-V functional and the def2-TZVPD basis.

```
! RIJCOSX wB97M-V def2-TZVPD def2/J DEFGRID3
* xyz -1 2
C -0.26811 -0.04521 -3.41762
C -0.96478 -1.11104 -2.53603
C -0.49200 1.36359 -2.80278
C -1.52998 1.15976 -1.70951
H -0.76951 2.02634 -3.61574
H 0.45112 1.71780 -2.36396
C -1.34643 -0.32719 -1.29355
H -0.28616 -1.94860 -2.33139
H -1.87205 -1.46516 -3.04018
C -0.19293 -0.22804 -0.27567
H -2.23591 -0.71236 -0.79293
H -2.53991 1.42754 -2.05658
C -1.04827 1.89245 -0.45008
C 1.22455 -0.24403 -3.49879
C -0.61542 -0.05314 -4.90370
O -0.96173 0.96862 -5.46968
O 1.93070 -0.88565 -2.73547
O 1.68086 0.40820 -4.58456
O -0.55866 -1.21596 -5.57797
C -0.03918 -2.48588 -5.08058
H -0.74147 -2.95725 -4.37564
H 0.96355 -2.38929 -4.62782
H 0.02435 -3.07853 -5.99657
C 3.07891 0.28365 -4.87222
H 3.69132 0.56817 -4.00456
H 3.23544 0.96875 -5.70750
H 3.30580 -0.75050 -5.17296
O 0.14375 1.17527 -0.17332
H 0.71533 -0.76382 -0.57314
H -0.53435 -0.58660 0.72160
C -2.11661 1.80024 0.63168
C -0.64595 3.36158 -0.63078
H -0.35804 3.59935 -1.66594
H 0.19884 3.59890 0.03033
H -1.47826 4.01071 -0.33622
H -1.72960 2.18313 1.57564
H -2.45883 0.77084 0.80290
H -2.99249 2.41885 0.35815
V 0.28530 -0.51614 4.34394
C -1.77877 -1.34462 5.28960
C -2.08966 -0.95446 3.95553
C -1.19926 -1.65522 3.06092
H -2.93148 -0.34013 3.63246
C -0.36086 -2.51429 3.85626
C -0.68954 -2.28084 5.24685
H -0.27784 -2.83334 6.08873
H -2.32952 -1.06295 6.18389
H -1.26223 -1.66897 1.97179
H 0.31843 -3.27288 3.46137
C 2.18535 1.19300 4.13444
C 2.55951 0.10439 4.96643
C 2.41188 -1.11184 4.21256
H 3.01779 0.17548 5.95257
C 1.89701 -0.76305 2.88994
C 1.76144 0.67277 2.86107
H 1.47663 1.23253 1.96524
H 2.29904 2.24692 4.40662
H 2.78628 -2.09742 4.50133
H 1.75983 -1.44834 2.05478
N -1.07448 2.41812 3.61825
C -0.63272 1.36584 3.89854
*
```

Calculated values
* HOMO-LUMO gap (alpha / beta): 0.1875 / 0.1670 Eh
* lowest unoccupied orbital energy (alpha / beta): 0.083 / 0.083 Ha

A cluster of 2 separate species, C2H6ClNOS in total, computed with the ωB97M-V functional and the def2-TZVPD basis.

```
! RIJCOSX wB97M-V def2-TZVPD def2/J DEFGRID3
* xyz 0 1
C -1.65856 0.91057 -0.58175
C -2.29420 -0.19174 -0.69474
N 3.10884 -0.83099 -1.33776
O 3.57644 1.17685 0.31874
S 2.58355 -0.09044 0.10441
Cl -2.47052 -1.14717 0.73994
H -1.67243 1.47524 -1.51380
H 3.78843 1.22312 1.28981
H -1.11473 1.36740 0.24136
H -2.99646 -0.42908 -1.45747
H 2.15284 -0.95014 -1.73812
H 3.61026 -1.68526 -1.35321
*
```

Calculated values
* HOMO-LUMO gap: 0.3305 Eh
* lowest unoccupied orbital energy: 0.025 Ha
* SMILES string: C=CCl.NSO

A structure of composition C4H11NO3, computed with the ωB97M-V functional and the def2-TZVPD basis.

```
! RIJCOSX wB97M-V def2-TZVPD def2/J DEFGRID3
* xyz -2 1
C 0.64317 -0.69672 -0.65242
O 0.54431 -0.50202 -2.02551
C -0.14310 0.52846 -0.04525
C 0.16871 0.85855 1.45650
C -0.91361 0.48397 2.62143
O -0.67771 1.14792 3.75104
N 0.25510 1.66800 -0.86306
H 1.67788 -0.73715 -0.40883
H 0.28760 -1.72230 -0.41933
H -1.22525 0.11514 -0.19894
H 0.41044 1.91426 1.71956
H 1.08338 0.38366 1.67530
H -1.89470 0.83188 2.12196
H -0.95188 -0.57037 2.71443
H 1.26841 1.58868 -1.07033
H -0.27500 1.66159 -1.69615
H -0.34522 -3.09581 -2.66362
H 0.31836 -1.42729 -2.70533
O -0.23087 -2.43045 -3.31143
*
```

Calculated values
* HOMO-LUMO gap: 0.2353 Eh
* lowest unoccupied orbital energy: 0.252 Ha

The molecule C3H6S3, computed with the ωB97M-V functional and the def2-TZVPD basis.

```
! RIJCOSX wB97M-V def2-TZVPD def2/J DEFGRID3
* xyz 0 1
C -0.87894 1.19579 -0.64653
C -0.78129 -1.05946 0.95924
C 1.58252 -0.10727 -0.55083
H -1.58194 1.90272 -1.14068
H -0.43226 1.38776 0.43825
H -0.50804 -0.39859 1.88267
H -1.09653 -2.06723 1.27232
H 2.50084 -0.54329 -0.93181
H 1.95980 0.77150 0.24544
S -1.98746 -0.42651 -0.13044
S 0.82002 -1.55393 0.35902
S 0.40328 0.89852 -1.75664
*
```

Calculated values
* HOMO-LUMO gap: 0.3439 Eh
* lowest unoccupied orbital energy: 0.024 Ha
* SMILES string: C1SCSCS1